{
  "formula": "C37H38BrF5GeN2O6PbS",
  "method": "ωB97M-V/def2-TZVPD",
  "charge": 1,
  "e_lumo_ha": [-0.096, -0.213],
  "spin_multiplicity": 2,
  "de_lowest_kj_mol": 55.8,
  "species": ["Pb", "C", "C", "C", "C", "O", "Ge", "O", "C", "C", "C", "C", "O", "C", "C", "C", "C", "H", "H", "H", "H", "H", "H", "H", "H", "H", "H", "H", "H", "H", "H", "H", "H", "H", "H", "H", "H", "H", "H", "H", "H", "H", "H", "H", "S", "C", "C", "C", "C", "C", "C", "N", "C", "C", "C", "C", "C", "C", "C", "H", "H", "H", "H", "H", "H", "H", "H", "Br", "C", "C", "C", "C", "C", "N", "C", "O", "O", "H", "H", "H", "F", "C", "C", "F", "C", "F", "C", "O", "C", "F", "C", "F"],
  "positions_angstrom": [[-0.222, 0.060, -0.009], [-1.281, 4.120, 2.138], [-1.590, 2.627, 2.035], [-3.091, 2.399, 2.217], [-0.800, 1.890, 3.116], [-1.183, 2.124, 0.753], [-1.961, 2.589, -0.974], [-0.280, 1.969, -1.677], [0.281, 2.109, -2.980], [-0.236, 3.393, -3.634], [1.800, 2.192, -2.847], [-0.107, 0.905, -3.837], [-2.598, 0.847, -1.126], [-3.842, 0.322, -1.569], [-4.565, -0.309, -0.381], [-3.567, -0.719, -2.658], [-4.711, 1.437, -2.159], [-1.585, 4.493, 3.118], [-1.824, 4.673, 1.367], [-0.217, 4.302, 2.012], [-3.418, 2.722, 3.206], [-3.325, 1.341, 2.097], [-3.641, 2.968, 1.463], [-1.164, 2.179, 4.103], [0.261, 2.140, 3.045], [-0.914, 0.812, 3.001], [-0.023, 4.251, -2.993], [-1.316, 3.332, -3.787], [0.247, 3.544, -4.600], [2.094, 3.120, -2.355], [2.262, 2.151, -3.834], [2.176, 1.351, -2.257], [-1.194, 0.810, -3.872], [0.315, -0.012, -3.413], [0.272, 1.016, -4.854], [-3.954, -1.102, 0.059], [-5.520, -0.737, -0.693], [-4.751, 0.448, 0.383], [-2.740, -1.362, -2.352], [-3.290, -0.230, -3.593], [-4.451, -1.335, -2.831], [-4.951, 2.171, -1.387], [-5.641, 1.027, -2.557], [-4.174, 1.940, -2.965], [3.865, 1.039, 2.659], [3.321, 2.547, 2.016], [3.813, 3.823, 2.270], [3.234, 4.883, 1.607], [2.184, 4.670, 0.708], [1.697, 3.405, 0.459], [2.270, 2.317, 1.117], [1.935, 0.966, 0.968], [2.720, 0.197, 1.670], [2.868, -1.279, 1.653], [2.939, -1.973, 2.861], [3.275, -3.314, 2.892], [3.604, -3.970, 1.717], [3.564, -3.298, 0.506], [3.158, -1.974, 0.464], [4.634, 3.976, 2.959], [3.599, 5.887, 1.780], [1.741, 5.517, 0.197], [0.889, 3.236, -0.234], [2.734, -1.437, 3.780], [3.300, -3.843, 3.836], [3.890, -5.013, 1.734], [3.879, -3.798, -0.400], [-0.743, -4.986, -2.158], [1.004, -4.434, -2.637], [1.687, -5.213, -3.558], [2.941, -4.792, -3.950], [3.454, -3.630, -3.401], [2.695, -2.942, -2.468], [1.469, -3.320, -2.101], [3.269, -1.626, -1.992], [3.758, -0.893, -2.795], [3.257, -1.212, -0.689], [1.232, -6.108, -3.956], [3.507, -5.355, -4.680], [4.424, -3.244, -3.682], [-3.296, -5.053, 4.621], [-2.614, -4.172, 3.958], [-3.060, -2.844, 3.891], [-4.183, -2.504, 4.484], [-2.333, -1.916, 3.206], [-2.778, -0.687, 3.133], [-1.091, -2.232, 2.549], [-0.377, -1.375, 1.990], [-0.725, -3.622, 2.598], [0.309, -4.009, 1.909], [-1.447, -4.553, 3.286], [-1.057, -5.812, 3.304]]
}



{
  "formula": "C26H21N3O7",
  "method": "ωB97M-V/def2-TZVPD",
  "charge": 0,
  "smiles": "O=C(O)COc1ccccc1/C=N/NC(=O)/C(=C\\c1ccc2c(c1)OCO2)NC(=O)c1ccccc1",
  "e_lumo_ha": -0.010,
  "species": ["O", "C", "O", "H", "C", "O", "C", "C", "C", "C", "C", "C", "C", "N", "N", "C", "O", "C", "C", "C", "C", "C", "C", "C", "C", "H", "O", "C", "O", "H", "H", "H", "H", "H", "N", "C", "O", "C", "C", "C", "C", "C", "C", "H", "H", "H", "H", "H", "H", "H", "H", "H", "H", "H", "H", "H", "H"],
  "positions_angstrom": [[-0.447, -3.532, -2.566], [0.084, -2.964, -1.657], [-0.504, -2.713, -0.501], [0.077, -2.191, 0.096], [1.540, -2.465, -1.752], [1.833, -1.845, -0.525], [3.031, -1.271, -0.284], [4.087, -1.234, -1.184], [5.284, -0.637, -0.825], [5.444, -0.083, 0.435], [4.398, -0.120, 1.335], [3.175, -0.699, 0.997], [2.093, -0.659, 1.951], [0.876, -0.929, 1.675], [-0.031, -0.792, 2.661], [-1.375, -0.589, 2.502], [-2.075, -0.471, 3.488], [-1.946, -0.563, 1.122], [-1.424, 0.102, 0.074], [-0.263, 0.972, 0.097], [0.015, 1.813, 1.173], [1.175, 2.577, 1.229], [2.046, 2.476, 0.171], [1.750, 1.683, -0.939], [0.600, 0.945, -1.011], [0.371, 0.343, -1.874], [2.771, 1.777, -1.849], [3.711, 2.665, -1.284], [3.260, 3.081, -0.014], [4.681, 2.153, -1.180], [3.828, 3.544, -1.939], [1.389, 3.220, 2.066], [-0.693, 1.876, 1.986], [-1.896, -0.029, -0.890], [-3.134, -1.278, 1.040], [-4.248, -1.034, 0.275], [-5.134, -1.857, 0.208], [-4.330, 0.299, -0.385], [-4.689, 0.379, -1.726], [-4.821, 1.615, -2.334], [-4.618, 2.773, -1.603], [-4.290, 2.696, -0.258], [-4.145, 1.464, 0.352], [-3.904, 1.403, 1.403], [-4.149, 3.600, 0.316], [-4.725, 3.737, -2.077], [-5.091, 1.674, -3.378], [-4.856, -0.532, -2.281], [-3.222, -2.083, 1.650], [0.304, -0.643, 3.618], [2.372, -0.326, 2.959], [4.515, 0.320, 2.315], [6.380, 0.377, 0.711], [6.095, -0.610, -1.537], [3.980, -1.664, -2.167], [1.623, -1.771, -2.598], [2.191, -3.328, -1.944]]
}



{
  "formula": "C7H11NO",
  "method": "ωB97M-V/def2-TZVPD",
  "charge": 0,
  "smiles": "C=C1[C@H]2[C@@H](N)[C@@H]2C[C@H]1O",
  "e_lumo_ha": 0.033,
  "de_lowest_kj_mol": 430.2,
  "species": ["C", "C", "C", "C", "C", "C", "C", "H", "H", "H", "H", "H", "H", "H", "H", "H", "H", "H", "N", "O"],
  "positions_angstrom": [[-1.986, -0.337, 0.262], [-0.692, -0.870, -0.278], [0.631, -1.621, -0.069], [1.599, -0.376, 0.359], [0.543, 0.805, 0.441], [0.789, 2.050, 0.028], [-0.705, 0.135, 0.867], [-3.447, 0.918, -0.085], [-3.357, -0.286, -1.166], [-2.629, -0.902, 0.977], [-0.626, -0.342, -1.238], [0.639, -2.328, 0.793], [1.040, -2.161, -0.922], [2.148, -0.614, 1.295], [2.298, -0.309, -1.439], [0.107, 2.855, 0.067], [1.737, 2.217, -0.511], [-0.528, -0.442, 1.769], [-2.806, 0.413, -0.671], [2.649, -0.025, -0.563]]
}



{
  "formula": "C5H4O",
  "method": "ωB97M-V/def2-TZVPD",
  "charge": 0,
  "e_lumo_ha": 0.031,
  "de_lowest_kj_mol": 579.4,
  "species": ["O", "C", "C", "C", "C", "C", "H", "H", "H", "H"],
  "positions_angstrom": [[-0.310, -1.679, 0.000], [-0.188, -0.322, 0.131], [-1.197, 0.372, 1.036], [-1.452, 0.697, -0.212], [1.187, 0.153, 0.102], [2.322, 0.548, 0.103], [-1.018, -1.939, 0.611], [-0.542, 0.211, -1.024], [-2.168, 1.027, -0.960], [3.329, 0.907, 0.113]]
}



{
  "formula": "C8H18N4",
  "method": "ωB97M-V/def2-TZVPD",
  "charge": 2,
  "e_lumo_ha": [-0.307, -0.307],
  "de_lowest_kj_mol": 377.3,
  "species": ["C", "C", "C", "C", "C", "C", "C", "C", "N", "N", "N", "N", "H", "H", "H", "H", "H", "H", "H", "H", "H", "H", "H", "H", "H", "H", "H", "H", "H", "H"],
  "positions_angstrom": [[1.715, -1.829, -0.524], [-1.344, 1.296, 1.086], [1.178, -0.683, 0.402], [1.819, -0.538, -2.412], [0.732, 0.467, -1.613], [-1.927, -1.079, 1.729], [-2.715, -0.084, -0.300], [2.315, 1.271, -0.247], [2.099, -1.686, -1.700], [-1.808, 0.147, 0.747], [-0.379, 1.486, 1.979], [1.310, 0.522, -0.312], [1.925, -2.734, -0.070], [0.199, -1.004, 0.573], [1.891, -0.746, 1.251], [1.393, -0.791, -3.395], [2.614, 0.131, -2.626], [0.785, 1.408, -2.120], [-0.243, 0.018, -1.580], [-1.033, -1.157, 2.404], [-2.937, -1.096, 2.137], [-1.974, -1.960, 1.136], [-2.178, -0.738, -0.948], [-3.836, -0.376, -0.033], [-2.822, 0.909, -0.658], [-1.738, 2.001, 0.546], [2.754, 1.586, 0.657], [2.459, 2.096, -0.928], [0.033, 0.713, 2.401], [-0.288, 2.450, 2.420]]
}



{
  "formula": "C4H4ClF",
  "method": "ωB97M-V/def2-TZVPD",
  "charge": 0,
  "smiles": "F/C=C\\C=C\\Cl",
  "e_lumo_ha": 0.031,
  "de_lowest_kj_mol": 71.6,
  "species": ["C", "C", "C", "C", "F", "Cl", "H", "H", "H", "H"],
  "positions_angstrom": [[-0.308, -0.031, -0.503], [0.446, 1.113, -0.062], [0.182, -1.184, -0.075], [0.968, 0.870, 1.132], [1.424, -1.430, 0.368], [2.061, 1.968, 1.881], [-1.255, 0.024, -1.010], [0.644, 1.990, -0.651], [-0.318, -2.134, -0.248], [0.687, 0.075, 1.795]]
}



{
  "formula": "C33H37N8O9P2S4Sr",
  "method": "ωB97M-V/def2-TZVPD",
  "charge": -1,
  "e_lumo_ha": 0.065,
  "de_lowest_kj_mol": 129.4,
  "species": ["Sr", "N", "C", "C", "P", "O", "O", "O", "P", "O", "O", "O", "H", "H", "H", "H", "H", "H", "H", "H", "S", "C", "C", "C", "C", "C", "C", "N", "C", "C", "C", "C", "C", "C", "C", "C", "N", "C", "C", "C", "C", "C", "S", "C", "H", "H", "H", "H", "H", "H", "H", "H", "H", "H", "H", "H", "C", "N", "C", "C", "C", "O", "N", "C", "O", "H", "H", "H", "H", "H", "N", "H", "H", "H", "C", "N", "C", "C", "N", "C", "H", "H", "H", "H", "H", "H", "C", "O", "C", "S", "S", "H", "H", "H"],
  "positions_angstrom": [[0.004, -0.563, 0.193], [0.734, -3.536, -2.734], [1.417, -3.939, -1.452], [2.047, -5.313, -1.555], [2.691, -2.579, -1.266], [3.391, -2.921, 0.122], [3.639, -2.708, -2.396], [1.832, -1.352, -1.179], [0.129, -3.715, -0.135], [-0.532, -5.190, -0.120], [0.763, -3.334, 1.157], [-0.828, -2.745, -0.781], [1.380, -3.003, -3.326], [-0.066, -2.938, -2.432], [0.385, -4.345, -3.245], [2.887, -5.304, -2.253], [1.319, -6.072, -1.855], [2.428, -5.593, -0.574], [2.740, -2.908, 0.846], [-1.184, -5.276, 0.583], [-3.493, 4.765, 4.405], [-4.988, 4.102, 4.906], [-5.271, 2.951, 4.237], [-4.263, 2.595, 3.307], [-3.227, 3.488, 3.279], [-2.025, 3.434, 2.451], [-1.754, 2.266, 1.689], [-0.636, 2.068, 1.040], [0.233, 3.093, 0.932], [0.011, 4.333, 1.543], [0.938, 5.403, 1.331], [2.019, 5.246, 0.535], [2.282, 3.987, -0.096], [3.379, 3.784, -0.948], [3.594, 2.549, -1.514], [2.690, 1.520, -1.171], [1.653, 1.681, -0.383], [1.417, 2.904, 0.135], [4.693, 2.250, -2.436], [5.045, 1.033, -2.960], [6.154, 1.115, -3.839], [6.628, 2.384, -3.975], [5.728, 3.491, -3.033], [-1.127, 4.467, 2.358], [-5.579, 4.596, 5.659], [-6.174, 2.379, 4.392], [-4.315, 1.738, 2.655], [-2.441, 1.429, 1.702], [0.741, 6.354, 1.813], [2.708, 6.064, 0.363], [4.046, 4.617, -1.142], [2.823, 0.514, -1.547], [4.551, 0.101, -2.724], [6.580, 0.261, -4.344], [7.455, 2.724, -4.575], [-1.287, 5.401, 2.885], [0.648, -3.272, 5.257], [-0.183, -2.608, 4.272], [-1.382, -3.144, 3.932], [-2.158, -2.621, 2.973], [-1.658, -1.460, 2.260], [-2.272, -0.964, 1.288], [-0.465, -0.923, 2.643], [0.336, -1.497, 3.573], [1.455, -1.082, 3.853], [0.063, -3.493, 6.151], [1.465, -2.605, 5.510], [1.064, -4.200, 4.857], [-1.667, -4.026, 4.495], [-3.112, -3.051, 2.709], [3.563, 1.016, 2.300], [3.407, 0.844, 1.312], [2.640, 1.170, 2.697], [3.851, 0.123, 2.687], [-1.994, 2.955, -4.440], [-1.855, 1.831, -3.542], [-2.838, 0.938, -3.218], [-2.324, 0.156, -2.229], [-1.030, 0.540, -1.965], [-0.787, 1.549, -2.767], [-2.745, 2.720, -5.191], [-1.043, 3.149, -4.936], [-2.314, 3.838, -3.885], [-3.824, 0.991, -3.645], [-2.804, -0.634, -1.675], [0.131, 2.114, -2.817], [-5.531, 0.094, 0.296], [-4.718, 1.255, 0.257], [-4.777, 2.116, -0.799], [-5.899, 1.847, -2.029], [-3.578, 3.285, -0.734], [-5.584, -0.192, 1.348], [-5.057, -0.711, -0.269], [-6.524, 0.288, -0.107]]
}



{
  "formula": "C4H8NOS",
  "method": "ωB97M-V/def2-TZVPD",
  "charge": 1,
  "e_lumo_ha": [-0.143, -0.230],
  "spin_multiplicity": 3,
  "de_lowest_kj_mol": 273.4,
  "species": ["C", "C", "C", "C", "N", "O", "S", "H", "H", "H", "H", "H", "H", "H", "H"],
  "positions_angstrom": [[-1.434, -0.400, 0.263], [-0.306, -1.258, 0.397], [0.512, 1.715, 0.218], [0.745, -0.790, -0.530], [1.338, 0.520, -0.035], [-3.605, 0.936, -0.253], [-3.105, -0.390, 0.041], [-0.044, -1.348, 1.525], [-0.570, -2.266, 0.136], [0.193, 2.303, -0.656], [0.210, 1.900, 1.288], [1.569, -1.619, -0.746], [0.364, -0.573, -1.598], [1.984, 0.791, -0.762], [2.151, 0.481, 0.711]]
}



{
  "formula": "C6H8O4",
  "method": "ωB97M-V/def2-TZVPD",
  "charge": 0,
  "e_lumo_ha": 0.017,
  "de_lowest_kj_mol": 594.9,
  "species": ["O", "C", "O", "C", "C", "C", "C", "C", "O", "H", "H", "H", "H", "H", "H", "O", "H", "H"],
  "positions_angstrom": [[1.361, -1.007, -1.754], [1.141, -0.382, -0.755], [1.932, 1.092, -0.407], [0.656, 1.603, 0.047], [-0.098, 0.291, -0.203], [-1.504, 0.210, -0.830], [-1.623, -1.241, -0.321], [-1.062, -0.361, 0.812], [-2.042, 0.683, 0.459], [0.712, 1.868, 1.109], [0.310, 2.417, -0.599], [-1.870, 0.682, -1.747], [-2.649, -1.592, -0.167], [-0.962, -1.997, -0.762], [-0.876, -0.577, 1.869], [2.242, -0.971, 0.839], [2.586, 0.267, 0.746], [1.744, -0.983, 1.664]]
}



{
  "formula": "C4H11NO2",
  "method": "ωB97M-V/def2-TZVPD",
  "charge": 0,
  "smiles": "[H]/N=C/OO.CCC",
  "e_lumo_ha": 0.034,
  "de_lowest_kj_mol": 561.0,
  "species": ["C", "C", "C", "H", "H", "H", "H", "H", "H", "H", "H", "C", "O", "O", "N", "H", "H", "H"],
  "positions_angstrom": [[-0.773, -0.560, -0.397], [-0.812, -0.884, 1.084], [-1.631, 0.610, -0.834], [-0.087, -1.110, -1.107], [-1.251, -1.543, -0.957], [-0.229, -1.776, 1.304], [-1.835, -1.003, 1.439], [-0.379, -0.049, 1.634], [-1.668, 0.694, -1.921], [-2.646, 0.530, -0.448], [-1.214, 1.530, -0.424], [1.492, 0.549, -0.512], [2.278, -0.547, -0.398], [2.536, -0.870, 0.964], [1.409, 1.363, 0.484], [2.262, -0.037, 1.415], [1.098, 2.297, 0.250], [1.450, 0.806, -1.575]]
}



{
  "formula": "C17H30IN7O2S2SbSe6Y",
  "method": "ωB97M-V/def2-TZVPD",
  "charge": -2,
  "e_lumo_ha": 0.126,
  "de_lowest_kj_mol": 197.9,
  "species": ["Y", "C", "N", "C", "C", "N", "N", "C", "N", "N", "H", "H", "H", "H", "H", "H", "H", "H", "H", "H", "H", "O", "C", "C", "C", "O", "C", "Se", "C", "Se", "H", "H", "H", "H", "H", "H", "H", "H", "H", "H", "Se", "Sb", "Se", "Se", "Se", "I", "C", "C", "C", "C", "C", "N", "H", "H", "H", "H", "S", "C", "N", "C", "C", "S", "H", "H", "H", "H", "H"],
  "positions_angstrom": [[-0.024, -0.332, -0.213], [0.757, 2.260, -4.388], [1.822, 2.161, -3.408], [2.902, 3.107, -3.556], [1.541, 1.569, -2.204], [0.382, 1.301, -1.773], [2.670, 1.152, -1.507], [2.696, 0.830, -0.175], [3.962, 0.609, 0.346], [1.641, 0.837, 0.528], [1.215, 2.332, -5.375], [0.104, 3.123, -4.223], [0.128, 1.371, -4.364], [3.701, 2.711, -4.197], [3.326, 3.375, -2.585], [2.516, 4.022, -4.011], [-0.385, 1.756, -2.298], [3.552, 1.176, -1.993], [4.647, 0.287, -0.321], [3.931, 0.002, 1.159], [1.817, 0.650, 1.510], [-0.457, -5.615, 2.461], [0.214, -4.680, 3.269], [0.390, -3.352, 2.519], [1.132, -2.369, 3.423], [2.392, -2.776, 3.885], [-1.011, -2.818, 2.265], [-1.193, -0.928, 1.939], [1.155, -3.673, 1.239], [2.008, -2.187, 0.366], [-0.852, -6.291, 3.021], [1.206, -5.092, 3.540], [-0.347, -4.488, 4.199], [0.475, -2.114, 4.276], [1.338, -1.446, 2.874], [2.298, -3.630, 4.314], [-1.638, -2.985, 3.151], [-1.479, -3.341, 1.420], [0.480, -4.140, 0.513], [1.968, -4.376, 1.452], [-2.734, 1.194, -2.988], [-2.578, 0.138, -0.796], [-1.508, -2.182, -0.978], [-1.658, 1.895, 0.666], [-5.007, -0.221, -0.407], [2.154, 4.468, 0.288], [1.426, 3.887, 2.184], [1.637, 4.692, 3.287], [1.205, 4.192, 4.506], [0.592, 2.950, 4.558], [0.398, 2.260, 3.371], [0.836, 2.727, 2.220], [2.108, 5.662, 3.200], [1.356, 4.769, 5.410], [0.256, 2.529, 5.493], [-0.122, 1.308, 3.333], [0.342, -1.295, -3.109], [1.268, -1.877, -4.287], [0.883, -2.048, -5.581], [1.632, -3.022, -6.332], [3.073, -2.881, -5.848], [2.943, -2.446, -4.076], [-0.104, -1.910, -5.760], [1.548, -2.808, -7.400], [1.273, -4.047, -6.144], [3.588, -2.057, -6.344], [3.655, -3.796, -5.944]]
}